# 1
Below is a structure of composition C52H50N11OS4Sn, with properties calculated with ωB97M-V/def2-TZVPD.

Cartesian coordinates (Å):
Sn 0.1770 -0.3816 1.6896
S 0.4134 2.1706 -1.2631
S -2.0838 -7.4958 2.2708
S -0.0196 -1.2293 4.2103
S -3.1068 4.4210 2.4817
O -0.4628 1.2720 -0.4834
N 1.8332 -2.1313 2.1580
N 0.0877 -3.8149 4.6308
N 1.4694 -3.1192 2.9761
N -1.5584 -2.3689 1.6979
N 0.5622 -1.9812 -0.8276
N 2.6939 0.0739 0.9675
N -2.3453 0.1913 2.1366
N 1.9394 -3.0427 -2.0745
N 1.5467 -2.8721 -0.8852
N 0.7781 2.1040 2.7979
N 1.2122 -2.2544 -2.8659
C -3.4608 -3.2163 2.9078
C -0.5328 3.7364 -1.5927
C 0.4540 4.6561 -2.2288
C -3.1542 0.2496 -4.9695
C 0.4673 4.4637 2.5589
C -2.9942 -4.5203 2.7020
C 0.3445 -1.6008 -2.0621
C 1.6595 4.9162 -1.5816
C -5.1940 3.8219 3.8482
C 4.6263 -0.0129 -1.0064
C 0.3493 3.1573 2.1167
C 1.0581 4.6819 3.7945
C 4.0868 1.2015 -0.5994
C -1.1454 -3.5928 1.5078
C 3.2623 -1.0961 0.6406
C -2.7151 1.4260 2.3276
C -4.1672 3.2181 3.1729
C 2.3925 6.2371 -3.4424
C -1.2447 -6.0429 1.7993
C 1.1897 5.9981 -4.0840
C 0.5801 -2.8103 3.8798
C -4.0649 5.6928 3.1181
C 3.1005 1.1794 0.3706
C -2.0603 1.0030 -2.9614
C 4.2127 -1.1717 -0.3837
C -0.0305 -6.3526 1.2377
C -2.6878 -2.1529 2.3914
C -5.0534 -1.6425 3.8332
C 1.3478 -2.2436 -4.2999
C -3.1076 -0.8041 2.6103
C -0.8229 0.8072 -5.0033
C -1.8116 -4.7329 2.0093
C -0.8004 -8.4741 1.6939
C 2.6259 5.6969 -2.1881
C 0.2267 5.2046 -3.4844
C 2.8846 -2.2599 1.4227
C 1.5123 3.5844 4.5111
C -4.2970 -0.5443 3.3282
C 0.2161 -7.7351 1.1743
C 2.7431 -1.8312 -4.8114
C -4.6539 -2.9203 3.6314
C 3.1076 -0.3919 -4.4556
C -1.9567 0.3642 -5.6585
C 1.3564 2.3129 3.9723
C -4.6743 0.7910 3.5232
C -3.8831 1.8119 3.0131
C -5.1316 5.2276 3.8188
C 3.8384 -2.7721 -4.3207
C 3.7078 -3.5067 1.4136
C -0.8609 1.1366 -3.6485
C -3.1994 0.5705 -3.6245
C 0.4207 1.5884 -3.0076
H -0.7090 5.0160 -3.9909
H -0.1108 2.9300 1.1683
H -4.0430 -0.0911 -5.4800
H -5.2289 -3.7455 4.0240
H 4.7695 -3.2899 1.3512
H -1.9098 0.1072 -6.7071
H 1.0039 6.4239 -5.0578
H 1.1412 -3.2567 -4.6599
H -2.1090 1.2148 -1.9050
H 3.5622 5.8826 -1.6835
H -3.5596 -5.3547 3.0909
H -5.9717 3.2776 4.3510
H -0.4369 -3.5823 5.4568
H 1.8340 4.5040 -0.5974
H -5.8478 5.8676 4.2983
H -2.0583 2.1798 1.9181
H -0.8754 -9.5411 1.7713
H 2.4375 0.3193 -4.9335
H 2.6267 2.0918 0.7058
H -1.3935 3.5265 -2.2222
H 3.4172 -4.1288 0.5689
H -0.4150 -0.9193 -2.3799
H -4.1276 0.4884 -3.0790
H 3.0938 -0.2355 -3.3768
H 4.5904 -2.1328 -0.6890
H 0.5838 -1.5705 -4.6981
H -0.2354 -3.6897 0.9369
H 0.6732 -5.6167 0.8961
H 1.1543 5.6830 4.1913
H 4.4223 2.1342 -1.0222
H -5.5770 1.0051 4.0759
H 0.1039 0.9002 -5.5525
H 3.1451 6.8466 -3.9168
H 1.1109 -8.1634 0.7586
H 0.5303 -4.7176 4.5707
H 1.1457 0.7746 -3.0010
H 2.6821 -1.9061 -5.9025
H 5.3650 -0.0521 -1.7921
H 3.5997 -3.8059 -4.5483
H -3.7754 6.7095 2.9415
H 4.7765 -2.5282 -4.8113
H 1.6990 1.4279 4.4945
H -0.8730 4.0968 -0.6228
H 4.1160 -0.1805 -4.8034
H 3.9750 -2.6749 -3.2475
H 1.9814 3.7170 5.4742
H 0.1041 5.2830 1.9551
H -5.9534 -1.4283 4.3893
H 3.5018 -4.0585 2.3265
H 0.8614 2.4142 -3.5673

Summary:
HOMO level ... -9.14 eV
Total charge ... +1
Energy relative to the best compared isomer or geometry (same formula, charge and spin) ... 27.29 kJ/mol
Kohn-Sham gap ... 6.76 eV
E ... -4496.00899 a.u.

# 2
Below is a cluster of 9 separate species, C52H51F8O3P2 in total, with properties calculated with ωB97M-V/def2-TZVPD.

Cartesian coordinates (Å):
P 1.6608 -5.4536 -3.7173
P -0.9786 -6.5475 -2.3190
F 2.3848 -6.9674 0.5470
F 3.2324 2.0053 -0.3535
F 7.5057 -2.1542 -0.6280
F 2.5464 -1.5536 -5.1252
F -6.1911 4.5627 5.2443
F -1.6250 6.0244 0.9024
F -3.1233 -1.0988 3.1214
F -8.8952 5.9185 -1.0680
O -2.1777 -6.0735 -3.5166
O -0.4407 -8.2004 -2.5510
O -1.6583 -6.5131 -0.8580
C -3.4176 3.5014 7.3258
C -2.3878 4.2742 6.7870
C 1.5936 1.9343 -4.8451
C -7.5561 5.7631 -3.0031
C -3.9783 6.1742 0.9298
C -2.4072 -3.4909 0.4910
C -2.6440 5.1459 5.7257
C -6.5144 7.7625 -3.8716
C 6.1510 1.1279 0.1094
C 1.2031 3.1778 -0.6156
C 3.3057 -6.6601 2.6961
C 3.5933 1.5356 -3.5393
C -2.9702 -2.2676 2.4849
C 3.5611 -8.7628 1.5238
C -7.0809 8.5114 -2.8391
C 0.4007 4.2699 -0.2863
C -4.9528 4.4690 5.7466
C -6.7533 6.3887 -3.9569
C 2.9397 4.0117 0.8507
C -3.0580 -4.6715 2.5024
C 3.0788 -7.4599 1.5816
C -2.5718 -2.2740 1.1526
C 4.2881 -9.2743 2.5987
C 8.5098 1.3235 -0.4013
C -5.2138 5.5666 1.1522
C 6.2213 -0.2501 -0.0931
C 3.1510 -7.5828 -2.2186
C 7.2939 1.9135 -0.0473
C 7.4368 -0.8297 -0.4392
C -7.8927 7.8876 -1.8920
C -5.2697 4.2377 1.5749
C 0.4327 -5.2578 -2.2687
C 2.6021 2.4043 -4.0025
C -3.9324 5.2393 5.1996
C -2.8116 5.4426 1.1216
C 4.0230 -7.1749 3.7757
C 8.5822 -0.0562 -0.5927
C 2.1419 5.1099 1.1717
C 3.0658 -4.1302 -3.4561
C 4.5156 -8.4798 3.7251
C 2.5647 -0.2649 -4.7598
C 1.5778 0.5941 -5.2305
C 3.5708 0.1928 -3.9159
C -3.2116 -3.4550 3.1668
C -4.7080 3.6033 6.8068
C -8.1202 6.5188 -1.9811
C 2.5881 -7.1226 -3.6908
C 0.8714 5.2358 0.6045
C -4.0922 3.5119 1.7710
C 2.4638 3.0573 -0.0417
C -2.8570 4.1165 1.5377
C -2.6537 -4.6886 1.1667
H -3.5166 -3.4236 4.2076
H 5.2067 1.5889 0.3889
H 2.9233 -5.6449 2.7149
H -2.6147 -6.8849 -3.9172
H -6.8902 9.5798 -2.7724
H -2.5295 -5.6373 0.6489
H 4.3275 -0.4984 -3.5593
H -2.3931 -1.3336 0.6417
H -5.5221 3.0167 7.2195
H -2.0886 -3.5070 -0.5483
H -6.1317 6.1283 0.9962
H -6.2330 3.7643 1.7527
H -0.1945 -8.3485 -3.5139
H 7.2389 2.9891 0.1063
H 5.3407 -0.8746 0.0157
H 9.3978 1.9381 -0.5265
H 0.8065 0.2139 -5.8920
H 3.0746 -8.7740 -2.1968
H 3.9928 -4.3257 -4.1726
H 4.3800 1.9050 -2.8861
H -1.8410 5.7497 5.3103
H 4.3227 -7.3627 -2.1636
H -5.8845 8.2492 -4.6132
H -3.2532 -5.6048 3.0250
H 1.0699 -5.4763 -1.2840
H -6.3140 5.8081 -4.7643
H 4.6761 -10.2891 2.5601
H 2.5079 5.8657 1.8622
H -7.7461 4.6957 -3.0484
H -4.1485 5.9047 4.3701
H 3.3674 -9.3679 0.6442
H 2.5727 -7.1054 -1.3142
H -4.1382 2.4780 2.1041
H 0.8566 2.4224 -1.3130
H 9.5196 -0.5331 -0.8598
H 5.0789 -8.8806 4.5651
H 3.5505 -6.9846 -4.3814
H 1.9833 -8.0323 -4.1253
H 0.2477 6.0902 0.8586
H 0.8208 2.6114 -5.2011
H -1.9323 3.5660 1.6767
H 3.3488 -4.2252 -2.3077
H 2.5579 -3.0845 -3.6573
H -0.5901 4.3679 -0.7233
H 2.6174 3.4506 -3.7050
H -8.3483 8.4561 -1.0881
H -3.9163 7.2090 0.6096
H 3.9258 3.8929 1.2877
H -1.3818 4.1983 7.1940
H -3.2149 2.8206 8.1490
H 4.1978 -6.5598 4.6552

Summary:
HOMO level ... -3.69 eV
Total charge ... -1
Kohn-Sham gap ... 5.49 eV
E ... -3719.40134 a.u.

What is the Kohn-Sham gap in the first record?
6.76 eV